C5H9NS as an isolated structure at a distorted geometry. Source: the OMol25 dataset; level of theory: ωB97M-V/def2-TZVPD.

Each line ends with the Mulliken charge.
CARTESIAN COORDINATES (ANGSTROEM)
1 C 0.73 -1.19 -0.47  -0.50
2 C 0.42 1.28 -0.42  -0.64
3 C -0.97 1.01 0.14  -0.31
4 C -0.64 -0.09 1.28  -0.78
5 C -0.57 -1.13 0.26  -0.19
6 H 0.72 -1.59 -1.53  0.28
7 H 1.54 -1.89 0.00  0.26
8 H 1.93 0.17 -0.93  0.13
9 H 0.31 1.64 -1.44  0.37
10 H 0.95 2.01 0.20  0.31
11 H -1.61 1.83 0.26  0.47
12 H 0.36 0.30 1.75  0.30
13 H -1.53 -0.27 1.75  0.37
14 H -1.14 -2.08 0.37  0.44
15 N 1.21 0.14 -0.38  -0.27
16 S -1.74 -0.17 -0.83  -0.24

Values from the calculation:
- DFT total energy: -648.75398 hartree
- HOMO-LUMO gap: 9.1 eV
- Multiplicity: 1
- Relative energy (zero: lowest compared OMol25 entry of this formula, charge and spin): 2.699 eV

A 2-piece molecular cluster, C5H9NS overall at a distorted geometry. Source: the OMol25 dataset; level of theory: ωB97M-V/def2-TZVPD.

Each line ends with the Mulliken charge.
CARTESIAN COORDINATES (ANGSTROEM)
1 C 0.64 2.70 0.71  0.05
2 C 0.77 1.67 0.12  -0.41
3 C 2.50 -0.04 -0.49  -1.04
4 C -2.62 -1.85 0.68  -0.65
5 C 1.07 0.45 -0.64  -0.38
6 N -2.23 -0.95 -0.31  -0.18
7 S -2.81 0.50 -0.34  -0.04
8 H 0.52 3.75 0.98  0.39
9 H 2.69 -0.47 0.56  0.25
10 H 3.07 0.89 -0.82  0.26
11 H 2.81 -0.83 -1.15  0.34
12 H -3.08 -2.70 0.22  0.29
13 H -1.61 -2.26 1.16  0.23
14 H -3.10 -1.39 1.58  0.32
15 H 0.27 -0.21 -0.59  0.34
16 H 1.10 0.76 -1.68  0.21

Values from the calculation:
- DFT total energy: -648.68868 hartree
- HOMO-LUMO gap: 7.4 eV
- Multiplicity: 1
- Relative energy (zero: lowest compared OMol25 entry of this formula, charge and spin): 4.475 eV

C5H9NS2 as an isolated structure at a distorted geometry. Source: the OMol25 dataset; level of theory: ωB97M-V/def2-TZVPD.

Each line ends with the Mulliken charge.
CARTESIAN COORDINATES (ANGSTROEM)
1 C -0.33 0.09 2.12  0.32
2 C 0.47 0.59 -0.56  -0.15
3 C -0.88 0.60 -1.39  -0.37
4 C -0.03 -0.37 -2.27  -0.55
5 C 0.98 -0.71 -0.96  -0.52
6 H -0.52 -0.81 3.92  0.25
7 H -0.23 1.24 3.82  0.30
8 H 1.32 1.30 -0.95  0.25
9 H -1.89 0.18 -0.96  0.24
10 H -1.11 1.64 -1.73  0.27
11 H -0.82 -1.26 -2.58  0.26
12 H 0.55 0.07 -3.11  0.28
13 H 2.12 -0.72 -1.15  0.24
14 H 0.93 -1.73 -0.44  0.26
15 N 0.00 -0.06 3.50  -0.52
16 S -0.97 -1.40 1.55  -0.40
17 S 0.43 1.34 1.19  -0.15

Values from the calculation:
- DFT total energy: -1046.87417 hartree
- HOMO-LUMO gap: 8.3 eV
- Multiplicity: 1
- Relative energy (zero: lowest compared OMol25 entry of this formula, charge and spin): 4.739 eV

One molecule with the formula C5H9NSe at a distorted geometry. Source: the OMol25 dataset; level of theory: ωB97M-V/def2-TZVPD.

Each line ends with the Mulliken charge.
CARTESIAN COORDINATES (ANGSTROEM)
1 C -0.58 1.57 0.15  -0.16
2 C -1.61 0.53 0.03  -0.67
3 C -1.00 -0.93 -0.26  -0.67
4 C 0.24 -1.14 0.65  -0.33
5 C 1.16 0.02 0.52  -0.05
6 N 0.68 1.27 0.30  -0.50
7 Se 2.77 -0.19 -0.33  -0.07
8 H -0.93 2.62 0.22  0.36
9 H -2.19 0.44 0.87  0.35
10 H -2.37 0.65 -0.72  0.34
11 H -1.73 -1.79 -0.07  0.30
12 H -0.66 -1.00 -1.30  0.31
13 H -0.24 -1.10 1.79  0.18
14 H 0.55 -2.21 0.48  0.38
15 H 2.65 -0.04 -2.05  0.04
16 H 3.27 1.30 -0.27  0.18

Values from the calculation:
- DFT total energy: -2651.92489 hartree
- HOMO-LUMO gap: 7.0 eV
- Multiplicity: 1
- Relative energy (zero: lowest compared OMol25 entry of this formula, charge and spin): 4.077 eV

One molecule with the formula C5H9NSi at a distorted geometry. Source: the OMol25 dataset; level of theory: ωB97M-V/def2-TZVPD.

Each line ends with the Mulliken charge.
CARTESIAN COORDINATES (ANGSTROEM)
1 C 0.05 -1.96 -0.39  -0.35
2 C 1.44 -1.87 -0.23  -0.21
3 C -0.60 -0.79 -0.27  -0.13
4 C 0.86 0.23 0.30  -0.26
5 C 1.17 1.69 0.20  -0.81
6 N 1.84 -0.69 0.08  -0.05
7 Si -2.31 -0.21 0.12  0.33
8 H -0.31 -2.90 -0.58  0.46
9 H 2.22 -2.66 -0.48  0.32
10 H 1.84 1.89 1.13  0.26
11 H 1.73 1.75 -0.79  0.27
12 H 0.19 2.18 0.19  0.28
13 H 2.82 -0.43 0.20  0.24
14 H -2.76 0.87 -0.82  -0.10
15 H -2.44 0.07 1.54  -0.12
16 H -3.37 -1.08 -0.47  -0.14

Values from the calculation:
- DFT total energy: -539.94562 hartree
- HOMO-LUMO gap (spin up / spin down): 5.9 / 8.8 eV
- <S²>: 2.02
- Multiplicity: 3
- Relative energy (zero: lowest compared OMol25 entry of this formula, charge and spin): 1.566 eV

C5H9NdO3 as an isolated structure at a distorted geometry. Source: the OMol25 dataset; level of theory: ωB97M-V/def2-TZVPD.

Each line ends with the Mulliken charge.
CARTESIAN COORDINATES (ANGSTROEM)
1 O 0.00 0.71 -0.69  -0.71
2 C -0.55 -0.31 -0.27  0.48
3 O -1.78 -0.51 -0.67  -0.30
4 C -2.78 -1.13 0.16  -0.20
5 C 0.21 -1.65 0.39  0.45
6 H -0.44 -2.27 1.03  0.43
7 C 1.16 -2.43 -0.51  -1.30
8 H 0.69 -3.34 -0.90  0.33
9 H 1.45 -1.85 -1.39  0.29
10 H 2.05 -2.73 0.08  0.32
11 C -4.08 -0.40 -0.04  -1.22
12 H -2.45 -1.07 1.21  0.36
13 H -2.86 -2.19 -0.11  0.35
14 H -4.09 0.55 0.50  0.30
15 H -4.90 -1.02 0.35  0.37
16 H -4.27 -0.21 -1.11  0.31
17 Nd 2.17 1.41 0.69  1.64
18 O 0.80 -0.63 1.17  -0.90

Values from the calculation:
- DFT total energy: -982.72376 hartree
- HOMO-LUMO gap (spin up / spin down): 6.5 / 6.5 eV
- <S²>: 6.00
- Multiplicity: 5
- Total charge: +1
- Relative energy (zero: lowest compared OMol25 entry of this formula, charge and spin): 0.760 eV